Model a:
{
  "formula": "C3H4N2S2",
  "method": "wB97M-V/def2-TZVPD",
  "symbols": ["C", "C", "C", "H", "H", "H", "H", "N", "N", "S", "S"],
  "xyz": [[0.5545, 0.8773, 0.0534], [1.3278, -0.2097, 0.4710], [-0.6422, 0.3319, -0.2739], [1.1026, 2.6149, -1.2477], [2.2278, -0.2478, 1.1071], [-1.9877, -2.1386, 1.1374], [-1.6740, 0.6405, -0.8190], [0.6873, -1.4095, 0.1570], [-0.4872, -0.9614, -0.2947], [0.8042, 2.5214, 0.0116], [-1.9132, -2.0189, -0.3022]],
  "lowdin_charge": [-0.751, -0.114, -0.250, -0.147, 0.116, -0.070, 0.168, 0.032, -0.571, 0.818, 0.768],
  "total_charge": 0,
  "orbital_gap_ev": 9.732,
  "smiles": "Sc1cnn(S)c1"
}



Model b:
{
  "formula": "C3H4N2S2",
  "method": "wB97M-V/def2-TZVPD",
  "symbols": ["C", "C", "C", "N", "N", "S", "S", "H", "H", "H", "H"],
  "xyz": [[2.0540, 0.2319, 1.3240], [0.4701, 0.2608, -0.8671], [-2.0675, -0.3352, -0.0265], [1.6639, 0.4790, 2.4057], [2.2806, 0.4744, 0.0906], [0.4349, 0.2726, -2.4399], [-0.5358, 0.4936, 0.4569], [-2.6462, 0.2302, -0.7148], [-2.7621, -0.6470, 0.8102], [-1.6718, -1.2165, -0.6555], [2.7797, -0.2438, -0.3835]],
  "lowdin_charge": [-0.562, -1.050, -0.364, 0.099, 0.037, 0.735, 0.895, 0.016, 0.072, 0.064, 0.058],
  "total_charge": 0,
  "orbital_gap_ev": 8.025
}



Model c:
{
  "formula": "C3H4N2S2",
  "method": "wB97M-V/def2-TZVPD",
  "symbols": ["C", "C", "C", "H", "H", "H", "H", "N", "N", "S", "S"],
  "xyz": [[-0.1210, 1.5109, 0.8833], [-0.0175, -0.7660, -0.8122], [-1.3817, -0.2436, -0.8535], [-1.0161, 1.0268, 1.4235], [-0.4553, 2.1902, 0.0885], [0.2832, 2.0714, 1.6707], [2.0623, -1.6345, 0.5226], [0.2282, -2.0738, -1.1251], [-2.4171, 0.1256, -1.1709], [1.1045, 0.2979, 0.0209], [1.7305, -2.5049, -0.6478]],
  "lowdin_charge": [-0.306, -0.725, -0.269, 0.081, 0.037, 0.005, -0.107, -0.407, 0.181, 0.851, 0.659],
  "total_charge": 0,
  "orbital_gap_ev": 8.230,
  "smiles": "CS/C(C#N)=N\\S"
}



Model d:
{
  "formula": "C3H4N2S2",
  "method": "wB97M-V/def2-TZVPD",
  "symbols": ["C", "C", "C", "N", "N", "S", "S", "H", "H", "H", "H"],
  "xyz": [[1.3038, 1.9790, -0.4414], [-0.9961, 1.0762, 2.2771], [0.4996, -0.2174, -1.0212], [1.6790, 2.8747, -1.0403], [0.7532, 0.8572, -0.0435], [-2.2939, 1.4706, 1.4363], [0.5761, 0.5098, 1.6159], [-0.5308, -0.4841, -1.1104], [0.6785, 0.2091, -1.9174], [1.1487, -0.9791, -0.8747], [-0.7898, 0.7496, 3.2842]],
  "lowdin_charge": [-0.396, -1.010, -0.050, 0.161, -0.462, 0.651, 0.912, 0.091, 0.058, 0.056, -0.010],
  "total_charge": 0,
  "orbital_gap_ev": 8.424,
  "smiles": "CN(C#N)SC=S"
}



Here are the energies relative to the best structure, in kJ/mol: model a 0.0; model b 101.5; model c 20.4; model d 7.5.



Model a:
{
  "formula": "C24H64O8",
  "method": "wB97M-V/def2-TZVPD",
  "symbols": ["C", "C", "C", "O", "H", "H", "H", "H", "H", "H", "H", "H", "C", "C", "C", "O", "H", "H", "H", "H", "H", "H", "H", "H", "C", "C", "C", "O", "H", "H", "H", "H", "H", "H", "H", "H", "C", "C", "C", "O", "H", "H", "H", "H", "H", "H", "H", "H", "C", "C", "C", "O", "H", "H", "H", "H", "H", "H", "H", "H", "C", "C", "C", "O", "H", "H", "H", "H", "H", "H", "H", "H", "C", "C", "C", "O", "H", "H", "H", "H", "H", "H", "H", "H", "C", "C", "C", "O", "H", "H", "H", "H", "H", "H", "H", "H"],
  "xyz": [[0.4099, -0.7314, 0.9962], [-0.7893, -0.6525, 0.0352], [-0.5897, -0.0776, -1.3511], [-1.4345, -1.9241, -0.0272], [0.9598, 0.2096, 0.9084], [1.1041, -1.5358, 0.7483], [0.0314, -0.8390, 2.0094], [-1.4498, 0.0179, 0.6049], [0.3272, 0.5197, -1.4169], [-1.3814, 0.6108, -1.6526], [-0.4847, -0.8468, -2.1149], [-2.3782, -1.8141, 0.1062], [3.1420, -0.4875, 5.9856], [2.1032, 0.5927, 6.3278], [1.7339, 1.4150, 5.0813], [0.8705, -0.0356, 6.7401], [2.9301, -0.8595, 4.9897], [3.1642, -1.1944, 6.8158], [4.1339, -0.0252, 5.9723], [2.3712, 1.2677, 7.1467], [1.3867, 0.7897, 4.2625], [2.5894, 2.0460, 4.8360], [0.9146, 2.0841, 5.3503], [1.0998, -0.5316, 7.5362], [-1.8123, -0.2174, -6.1512], [-2.4581, -1.5771, -5.7901], [-2.1274, -1.8522, -4.3167], [-3.8526, -1.6235, -5.9941], [-1.8512, 0.5682, -5.3986], [-2.3321, 0.1926, -7.0250], [-0.7915, -0.4208, -6.4740], [-1.9782, -2.3520, -6.3845], [-1.0355, -1.7907, -4.2303], [-2.5502, -2.7938, -3.9718], [-2.3900, -1.0773, -3.5899], [-4.2328, -0.7458, -6.0683], [-4.0337, 2.7396, -1.9878], [-4.9103, 2.1072, -3.0576], [-5.7605, 0.9607, -2.5040], [-5.8285, 3.1724, -3.4711], [-4.6393, 3.3682, -1.3329], [-3.3024, 3.4304, -2.4085], [-3.5669, 1.9887, -1.3466], [-4.3471, 1.8076, -3.9450], [-6.4273, 1.2606, -1.6985], [-5.0454, 0.2421, -2.0892], [-6.2908, 0.4741, -3.3233], [-6.6935, 2.7584, -3.5037], [2.7883, -0.4362, -3.8953], [3.4732, 0.5959, -4.7596], [2.7073, 1.9292, -4.7760], [4.7722, 0.8059, -4.2361], [1.7494, -0.6215, -4.1793], [2.7179, -0.1950, -2.8324], [3.3201, -1.3851, -3.9830], [3.5390, 0.1725, -5.7671], [3.2444, 2.7690, -5.2208], [2.4310, 2.2709, -3.7755], [1.7695, 1.7898, -5.3212], [5.2087, 1.5684, -4.6181], [5.1988, -2.4414, 3.7317], [4.3117, -3.4782, 3.0422], [3.4380, -4.1356, 4.0912], [3.4406, -2.7158, 2.1896], [5.8643, -1.9853, 2.9873], [5.8662, -2.8960, 4.4686], [4.6260, -1.6301, 4.1637], [5.0154, -4.1167, 2.5052], [2.5490, -3.5361, 4.3244], [3.8375, -4.0676, 5.1077], [3.1189, -5.1300, 3.7870], [3.9185, -2.0539, 1.6827], [-4.2703, -2.8311, 4.7140], [-4.1245, -2.7505, 3.1896], [-3.1444, -3.7824, 2.6284], [-5.4059, -2.8855, 2.5700], [-4.6168, -3.8040, 5.0633], [-4.8531, -1.9713, 5.0408], [-3.2929, -2.6639, 5.1824], [-3.8048, -1.7201, 3.0021], [-3.2414, -3.9929, 1.5639], [-3.3121, -4.7697, 3.0726], [-2.1524, -3.3963, 2.8698], [-5.7180, -3.7630, 2.8307], [2.2691, 5.8788, -1.2157], [2.1800, 5.1042, 0.0744], [1.6179, 3.7012, -0.0081], [3.4569, 5.0941, 0.7443], [2.6119, 6.9005, -1.0460], [1.2554, 5.9273, -1.6198], [3.0025, 5.4469, -1.9037], [1.5789, 5.7166, 0.7548], [2.3415, 2.9718, 0.3564], [1.3926, 3.2767, -0.9964], [0.6558, 3.5964, 0.4962], [4.1615, 5.0207, 0.0920]],
  "lowdin_charge": [-0.040, -0.480, -0.043, -0.051, 0.068, 0.076, 0.073, 0.128, 0.064, 0.062, 0.059, 0.080, -0.058, -0.471, -0.054, -0.073, 0.061, 0.081, 0.083, 0.132, 0.071, 0.082, 0.077, 0.079, -0.059, -0.476, -0.066, -0.043, 0.071, 0.077, 0.074, 0.132, 0.067, 0.082, 0.059, 0.080, -0.062, -0.455, -0.060, -0.077, 0.083, 0.078, 0.063, 0.123, 0.088, 0.075, 0.080, 0.066, -0.063, -0.494, -0.054, -0.050, 0.070, 0.078, 0.082, 0.132, 0.073, 0.070, 0.074, 0.082, -0.075, -0.461, -0.056, -0.070, 0.080, 0.084, 0.043, 0.133, 0.081, 0.076, 0.076, 0.081, -0.064, -0.498, -0.059, -0.063, 0.079, 0.078, 0.079, 0.131, 0.073, 0.078, 0.080, 0.087, -0.066, -0.488, -0.057, -0.066, 0.080, 0.085, 0.082, 0.134, 0.076, 0.064, 0.075, 0.080],
  "total_charge": 0,
  "orbital_gap_ev": 10.555,
  "smiles": "CC(C)O.CC(C)O.CC(C)O.CC(C)O.CC(C)O.CC(C)O.CC(C)O.CC(C)O"
}



Model b:
{
  "formula": "C24H64O8",
  "method": "wB97M-V/def2-TZVPD",
  "symbols": ["C", "C", "C", "O", "H", "H", "H", "H", "H", "H", "H", "H", "C", "C", "C", "O", "H", "H", "H", "H", "H", "H", "H", "H", "C", "C", "C", "O", "H", "H", "H", "H", "H", "H", "H", "H", "C", "C", "C", "O", "H", "H", "H", "H", "H", "H", "H", "H", "C", "C", "C", "O", "H", "H", "H", "H", "H", "H", "H", "H", "C", "C", "C", "O", "H", "H", "H", "H", "H", "H", "H", "H", "C", "C", "C", "O", "H", "H", "H", "H", "H", "H", "H", "H", "C", "C", "C", "O", "H", "H", "H", "H", "H", "H", "H", "H"],
  "xyz": [[1.2352, 0.6772, 4.7552], [-0.2703, 0.6055, 5.0371], [-0.9883, 0.3658, 3.7370], [-0.4502, -0.4690, 5.9539], [1.4558, 1.5906, 4.2029], [1.4441, -0.2734, 4.2643], [1.7195, 0.8960, 5.7068], [-0.6792, 1.5537, 5.3864], [-0.9096, -0.6485, 3.3456], [-0.5785, 1.0843, 3.0271], [-2.0594, 0.5564, 3.8036], [-0.0077, -0.3257, 6.7938], [2.8652, 1.9648, 1.4940], [3.9450, 2.1736, 0.4602], [4.2864, 3.6653, 0.3138], [5.1171, 1.5521, 0.9050], [2.5891, 0.9110, 1.4549], [1.9767, 2.5773, 1.3407], [3.2475, 2.1598, 2.4959], [3.5299, 1.8093, -0.4795], [3.4907, 4.2380, -0.1626], [5.0107, 3.8207, -0.4858], [4.5598, 4.1870, 1.2309], [5.8778, 2.1147, 0.7423], [-1.5082, -0.8109, -4.8256], [-1.3703, -2.3086, -5.0604], [-2.6457, -3.0936, -4.9900], [-0.7580, -2.4663, -6.2987], [-1.8900, -0.1592, -5.6115], [-0.5094, -0.4705, -4.5524], [-2.1142, -0.8369, -3.9200], [-0.8303, -2.7845, -4.2418], [-3.1645, -3.1255, -5.9480], [-3.3390, -2.7443, -4.2249], [-2.3763, -4.0826, -4.6191], [-0.7000, -3.4178, -6.4125], [-3.5180, -2.0474, 2.4922], [-4.8846, -1.9278, 1.8648], [-4.8627, -0.8375, 0.7335], [-5.0982, -3.1258, 1.1279], [-3.5327, -2.8961, 3.1761], [-3.3742, -1.1632, 3.1133], [-2.6987, -2.0016, 1.7748], [-5.6404, -1.6984, 2.6159], [-4.5076, 0.0530, 1.2521], [-5.8019, -0.5125, 0.2859], [-4.1076, -1.1595, 0.0163], [-4.4532, -3.2650, 0.4306], [3.7459, -0.8799, -1.3876], [3.1587, -0.6594, -2.8112], [4.2899, -0.7146, -3.9144], [2.2517, -1.6370, -2.9638], [2.9575, -0.8014, -0.6390], [4.4559, -0.0680, -1.2297], [4.3529, -1.7731, -1.2402], [2.6591, 0.3090, -2.8398], [5.1188, -0.0741, -3.6132], [4.1607, -0.3311, -4.9265], [4.6555, -1.7228, -4.1092], [1.5585, -1.4664, -2.3219], [-0.5443, 4.4278, 0.6307], [-1.4211, 4.3716, 1.9070], [-1.6085, 5.7918, 2.3702], [-2.7205, 4.0022, 1.5644], [-1.1172, 4.7787, -0.2276], [-0.2254, 3.3987, 0.4653], [0.3305, 5.0780, 0.6350], [-0.9795, 3.6243, 2.5662], [-0.7478, 6.4345, 2.1852], [-1.9028, 5.8929, 3.4148], [-2.3567, 6.2134, 1.6990], [-2.9255, 4.0289, 0.6269], [0.6282, -4.6870, -1.1604], [0.2043, -4.1018, 0.2090], [1.2748, -3.9135, 1.2905], [-0.2617, -2.7900, 0.0801], [1.5791, -4.2329, -1.4392], [-0.0965, -4.5885, -1.9686], [0.7991, -5.7425, -0.9487], [-0.6058, -4.7630, 0.5167], [0.8589, -3.5950, 2.2464], [1.9995, -3.1460, 1.0188], [1.8684, -4.8205, 1.4048], [-0.5269, -2.5895, 0.9807], [-1.0015, 0.8238, 0.3155], [-0.8425, 0.5790, -1.2114], [-0.1867, 1.7683, -1.8742], [-0.0226, -0.5044, -1.5824], [-1.5132, 1.7707, 0.4880], [-0.0509, 0.9776, 0.8263], [-1.5599, -0.0089, 0.7432], [-1.8366, 0.4925, -1.6500], [0.9031, 1.7561, -1.8898], [-0.5876, 2.7087, -1.4959], [-0.3760, 1.7551, -2.9476], [-0.5149, -1.2766, -1.2944]],
  "lowdin_charge": [-0.051, -0.497, -0.070, -0.045, 0.064, 0.093, 0.078, 0.135, 0.077, 0.057, 0.078, 0.086, -0.059, -0.510, -0.060, -0.036, 0.074, 0.066, 0.081, 0.113, 0.071, 0.078, 0.088, 0.086, -0.035, -0.542, -0.065, -0.023, 0.088, 0.072, 0.066, 0.124, 0.087, 0.076, 0.075, 0.090, -0.067, -0.449, -0.049, -0.073, 0.093, 0.061, 0.059, 0.143, 0.067, 0.077, 0.068, 0.081, -0.044, -0.501, -0.035, -0.046, 0.069, 0.054, 0.085, 0.119, 0.065, 0.063, 0.074, 0.048, -0.058, -0.481, -0.063, -0.063, 0.086, 0.028, 0.081, 0.129, 0.072, 0.081, 0.087, 0.090, -0.025, -0.475, -0.041, -0.080, 0.076, 0.074, 0.078, 0.129, 0.079, 0.081, 0.080, 0.069, -0.031, -0.458, -0.045, -0.059, 0.060, 0.066, 0.059, 0.131, 0.076, 0.058, 0.077, 0.064],
  "total_charge": 0,
  "orbital_gap_ev": 9.773,
  "smiles": "CC(C)O.CC(C)O.CC(C)O.CC(C)O.CC(C)O.CC(C)O.CC(C)O.CC(C)O"
}



Here are the energies relative to the best structure, in kJ/mol: model a 0.0; model b 83.4.



Model a:
{
  "formula": "C5H11O2",
  "method": "wB97M-V/def2-TZVPD",
  "symbols": ["C", "O", "C", "C", "C", "C", "H", "H", "H", "H", "H", "H", "H", "H", "H", "H", "H", "O"],
  "xyz": [[-0.4579, 0.7929, 1.0648], [-1.5710, 1.4536, 1.4455], [-0.2409, 0.8255, -0.4742], [1.1748, 0.5087, -0.9749], [1.7595, -0.6445, -0.1706], [2.0463, -1.7958, -0.7557], [-0.4901, -0.2902, 1.2901], [0.4509, 1.0882, 1.6109], [-0.8916, 0.0526, -0.8929], [-0.6912, 1.7378, -0.8673], [1.8444, 1.3582, -0.8347], [1.0562, 0.1219, -1.9813], [1.6490, -0.6642, 0.9044], [2.1060, -1.8535, -1.8366], [2.3148, -2.6695, -0.1777], [-4.0617, -0.0578, 1.1744], [-2.6526, 0.3168, 0.9092], [-3.3448, -0.2809, 0.5664]],
  "lowdin_spin": [0.098, 0.777, 0.064, 0.012, 0.002, 0.003, 0.042, -0.002, -0.001, 0.000, 0.000, 0.004, 0.001, 0.000, 0.000, 0.000, -0.002, 0.002],
  "multiplicity": 2,
  "total_charge": 0,
  "orbital_gap_ev": [11.054, 7.825]
}



Model b:
{
  "formula": "C5H11O2",
  "method": "wB97M-V/def2-TZVPD",
  "symbols": ["C", "O", "C", "C", "C", "C", "O", "H", "H", "H", "H", "H", "H", "H", "H", "H", "H", "H"],
  "xyz": [[-0.8872, 1.4812, -1.8836], [-0.8471, 1.1690, -3.1743], [0.1829, 0.5801, -1.0854], [0.6195, 0.9390, 0.3715], [0.0008, -0.2796, 1.2169], [0.5527, -1.7265, 0.8462], [0.1058, -2.6251, 1.8888], [-1.7781, 1.2521, -1.3593], [-0.5966, 2.7047, -1.5136], [0.9418, 0.3115, -1.7551], [-0.5136, -0.2918, -1.1215], [1.7012, 0.7736, 0.3102], [0.2062, 1.8949, 0.7529], [-1.1363, -0.1290, 1.2085], [0.3633, 0.1261, 2.1151], [1.6691, -1.5769, 0.9652], [0.1836, -2.2213, -0.1088], [-0.7681, -2.3820, 2.3263]],
  "lowdin_spin": [0.094, 0.732, 0.112, 0.016, 0.007, 0.001, 0.000, 0.011, 0.022, 0.001, 0.000, 0.001, 0.001, 0.000, 0.002, 0.000, 0.000, 0.000],
  "multiplicity": 2,
  "total_charge": 0,
  "orbital_gap_ev": [10.956, 8.113]
}



Model c:
{
  "formula": "C5H11O2",
  "method": "wB97M-V/def2-TZVPD",
  "symbols": ["C", "C", "H", "H", "H", "H", "H", "H", "C", "C", "C", "O", "O", "H", "H", "H", "H", "H"],
  "xyz": [[0.2280, 2.5534, 0.7335], [-1.0635, 2.0423, 1.3515], [0.1053, 3.4563, 0.1189], [1.0030, 2.6117, 1.5090], [0.6261, 1.8143, 0.0224], [-1.8680, 1.8378, 0.6286], [-1.4960, 2.6004, 2.1530], [-0.9046, 1.0924, 1.8928], [-0.1904, -1.4730, -1.1039], [-0.0131, -2.5717, -0.0517], [1.1931, -1.1515, -1.5997], [1.8986, -1.9603, -2.2229], [1.7438, -0.0424, -1.3774], [-0.8100, -1.7471, -1.9830], [-0.6122, -0.5388, -0.7370], [0.4370, -2.1675, 0.8648], [0.6742, -3.3189, -0.4596], [-0.9513, -3.0373, 0.2608]],
  "lowdin_spin": [0.004, 0.000, 0.000, 0.000, 0.003, 0.000, 0.000, 0.000, 0.012, 0.002, 0.016, 0.395, 0.561, 0.002, 0.005, 0.000, 0.001, 0.000],
  "multiplicity": 2,
  "total_charge": 0,
  "orbital_gap_ev": [12.470, 7.657]
}



Here are the energies relative to the best structure, in kJ/mol: model a 125.5; model b 257.0; model c 0.0.



Model a:
{
  "formula": "C2H2FIO",
  "method": "wB97M-V/def2-TZVPD",
  "symbols": ["C", "C", "O", "F", "I", "H", "H"],
  "xyz": [[1.9250, 1.0172, 0.4644], [-1.0654, -1.1318, -0.0777], [3.0016, 1.3539, 0.7157], [-1.3075, -1.8255, 1.0321], [1.2377, -0.9432, -0.2907], [1.1669, 1.7787, 0.6038], [-1.2614, -1.8453, -0.8819]],
  "lowdin_charge": [-0.599, -0.469, 0.039, -0.174, 1.171, 0.079, -0.045],
  "total_charge": 0,
  "orbital_gap_ev": 7.748
}



Model b:
{
  "formula": "C2H2FIO",
  "method": "wB97M-V/def2-TZVPD",
  "symbols": ["C", "C", "O", "F", "I", "H", "H"],
  "xyz": [[-0.1693, 0.2205, -0.0005], [1.0752, -0.2179, 0.1237], [-1.1883, -0.6907, -0.1001], [2.0981, 0.5862, -0.0196], [-3.0406, 0.0632, 0.0134], [-0.2827, 1.2130, -0.1431], [1.5074, -1.1743, 0.1262]],
  "lowdin_charge": [-0.287, -0.157, -0.693, 0.030, 0.930, 0.064, 0.112],
  "total_charge": 0,
  "orbital_gap_ev": 7.681
}



Here are the energies relative to the best structure, in kJ/mol: model a 214.6; model b 0.0.